Entry from OMol25: a gas-phase ion, CH5N2O (charge +1) in a non-equilibrium geometry (wB97M-V/def2-TZVPD).

Structure (XYZ):
```
9
Properties=species:S:1:pos:R:3:forces:R:3:nbo_charge:R:1
O -1.8023 0.7218 -0.1857 -0.14 1.64 0.48 -0.32
N 0.5937 0.3058 -0.0611 0.12 0.34 -2.66 -0.73
N -1.8134 -0.7255 -0.0109 0.23 1.09 4.56 -0.32
C -0.8039 0.0856 0.4700 0.23 0.45 1.63 0.34
H -2.0892 -1.0998 -0.8211 0.19 -2.13 -4.39 0.40
H 1.1509 1.1904 0.2329 -1.56 -1.50 -0.55 0.49
H -0.6797 0.0905 1.6029 -0.55 0.23 -1.43 0.21
H 1.0394 -0.4911 0.3372 1.34 -0.82 0.30 0.44
H 0.6065 0.1528 -1.1392 0.14 0.70 2.06 0.47
```
Forces are in eV/Å.

Calculated values
Net charge   +1
Energy above the lowest of the compared OMol25 structures with the same formula, charge and spin   437.2 kJ/mol
Orbital gap   10.60 eV
Molecular weight   61.06 Da
Total energy   -225.44056 hartree
SMILES string   [NH3+][C@@H]1NO1